1.
An isolated molecule of C3H4N2O2S at a distorted geometry, computed with wB97M-V/def2-TZVPD.

The HOMO-LUMO gap (alpha / beta) is 8.0 / 8.0 eV. As for the spin multiplicity: 1. As for the relative energy (zero: lowest compared OMol25 entry of this formula, charge and spin): 128.1 kcal per mole.

Each line ends with the natural charge from an NBO analysis.
CARTESIAN COORDINATES (ANGSTROEM)
C  0.66079  -1.98521  1.25633  0.393
C  -1.02642  1.34997  0.11239  -0.827
C  0.90589  0.04671  0.09694  -0.178
N  1.04202  -2.78718  2.00242  -0.295
N  0.36618  -1.18646  0.24115  -0.623
O  -0.71105  -0.24739  -1.77611  -0.963
O  0.61353  1.87393  -1.90579  -0.883
S  -0.08473  0.88707  -1.18170  2.188
H  -1.85518  0.76732  0.38275  0.238
H  -1.03375  2.38315  0.32940  0.235
H  1.13925  0.39860  1.09827  0.247
H  -0.01652  -1.50051  -0.65607  0.468

Cartesian forces, eV/Å:
0.864 -1.777 0.719
1.618 0.600 -1.221
-2.715 0.447 1.195
-0.633 0.892 -0.274
0.870 -0.032 -1.220
-0.128 -1.031 -1.665
0.598 0.594 -0.312
-0.922 0.112 2.104
-0.728 -0.976 0.195
0.332 0.904 0.558
1.155 0.934 -0.457
-0.313 -0.669 0.379

2.
The ion C3H7O2 with charge -1 at a distorted geometry, computed with wB97M-V/def2-TZVPD.

The HOMO-LUMO gap is 7.4 eV. As for the spin multiplicity: 1. Its net charge is -1. As for the relative energy (zero: lowest compared OMol25 entry of this formula, charge and spin): 51.0 kcal per mole. The SMILES is CO[C@H](C)[O-].

Each line ends with the natural charge from an NBO analysis.
CARTESIAN COORDINATES (ANGSTROEM)
C  -1.21718  -0.80373  0.81497  -0.247
O  -0.68434  -0.91095  -0.45924  -0.678
H  -0.95932  -1.67540  1.43942  0.122
H  -0.84078  0.10127  1.31149  0.170
H  -2.31871  -0.83495  0.81063  0.136
O  -0.67902  1.47963  -0.75158  -0.868
C  0.05449  0.45511  -0.92644  0.429
C  1.44927  0.53351  -0.22453  -0.710
H  0.15459  0.08955  -1.97541  0.053
H  1.30543  -0.20260  0.57439  0.201
H  1.45414  1.50920  0.25614  0.209
H  2.28143  0.25938  -0.86984  0.183

Cartesian forces, eV/Å:
0.006 -0.328 0.124
0.593 0.079 -0.044
0.335 -0.050 0.019
-0.429 0.012 0.108
-0.013 0.510 -0.030
-0.269 0.512 0.256
-0.271 -0.200 -0.948
-1.640 -0.886 0.726
0.217 0.023 -0.079
0.767 -0.064 0.088
0.577 0.168 -0.301
0.127 0.223 0.080

3.
An isolated molecule of C5H6O, computed with wB97M-V/def2-TZVPD.

The HOMO-LUMO gap is 10.7 eV. As for the spin multiplicity: 1. As for the relative energy (zero: lowest compared OMol25 entry of this formula, charge and spin): 50.1 kcal per mole. The SMILES is CC#CCC=O.

Each line ends with the natural charge from an NBO analysis.
CARTESIAN COORDINATES (ANGSTROEM)
C  -0.21268  0.83082  2.10882  -0.689
C  -0.50215  0.22850  0.81734  -0.001
C  -0.86931  -0.29970  -0.20894  -0.033
C  -0.48075  -0.75128  -1.54039  -0.585
C  1.05245  -0.38852  -1.52941  0.472
O  1.86707  -0.68457  -2.35734  -0.499
H  -1.12293  0.76024  2.70496  0.244
H  0.07053  1.88412  2.00929  0.237
H  0.59334  0.29917  2.62574  0.238
H  -1.00075  -0.21953  -2.34965  0.251
H  -0.61358  -1.82874  -1.70457  0.252
H  1.24636  0.16954  -0.57068  0.112

Cartesian forces, eV/Å:
-0.105 0.032 0.152
-0.708 -0.270 -0.176
0.322 0.258 0.415
0.295 0.023 -0.086
0.091 -0.225 -0.391
-0.622 0.153 0.448
0.119 0.142 0.244
-0.086 -0.185 0.013
-0.162 0.076 -0.084
0.206 -0.110 0.159
0.087 0.250 0.020
0.562 -0.143 -0.715